Formula: C16H11AuI2N2O2S4
Source: the OMol25 dataset
Level of theory: ωB97M-V/def2-TZVPD

For the orbital gap, the calculation gives 5.23 eV. The calculation puts the molar mass at 842.3 g/mol. For the LUMO energy, the calculation gives -0.068 Eh. The calculation puts the total energy at -87080.028 eV. As for the total charge: 0.

Structure (XYZ):
```
38
Properties=species:S:1:pos:R:3:mulliken_charge:R:1
Au 1.01 -0.03 0.58 0.852
I -1.65 2.06 -5.71 0.042
C -1.52 1.60 -3.67 -0.251
C -1.57 2.62 -2.73 -0.407
C -1.49 2.32 -1.38 -0.297
I -1.41 3.84 0.04 0.090
C -1.37 0.99 -0.91 0.275
O -1.29 0.67 0.33 -0.769
C -1.27 -0.01 -1.92 0.425
C -1.01 -1.39 -1.41 -0.597
N 0.40 -1.53 -0.93 -0.284
C 0.62 -2.81 -0.24 -0.902
C 0.00 -2.75 1.13 0.851
C -0.72 -3.79 1.70 -0.832
C -1.25 -3.62 2.97 -0.264
C -1.07 -2.41 3.63 -0.774
C -0.35 -1.41 2.99 0.067
N 0.17 -1.59 1.78 -0.111
C -1.35 0.29 -3.27 -0.656
H -1.66 3.65 -3.04 0.338
H -1.65 -1.59 -0.55 0.295
H -1.19 -2.15 -2.18 0.513
H 1.02 -1.44 -1.72 0.331
H 0.20 -3.65 -0.80 0.368
H 1.70 -2.97 -0.14 0.345
H -0.86 -4.71 1.15 0.406
H -1.81 -4.41 3.44 0.414
H -1.48 -2.23 4.61 0.404
H -0.20 -0.44 3.44 0.391
H -1.28 -0.51 -4.00 0.365
O 3.93 6.11 1.05 -0.518
C 3.44 5.02 0.97 0.545
S 3.15 4.18 -0.58 -0.132
C 2.52 2.71 0.14 0.129
C 2.43 2.66 1.46 0.321
S 1.84 1.24 2.31 -0.430
S 2.95 4.05 2.38 -0.159
S 2.04 1.39 -0.91 -0.385
```